P.
Here is C8H14O4 in the gas phase from OMol25. Energies are from the ωB97M-V functional and the def2-TZVPD basis.

* orbital gap (spin up / spin down): 7.67 / 7.47 eV
* lowest unoccupied orbital energy (spin up / spin down): 0.51 / 0.39 eV
* E_HOMO (spin up / spin down): -7.16 / -7.08 eV
* spin multiplicity: 1

Last column: Mulliken charge in e.
CARTESIAN COORDINATES (ANGSTROEM)
C 0.36 1.94 -0.31  -0.72
C -1.38 0.38 -0.39  0.52
C 1.28 0.76 -0.38  -0.14
C -0.36 -0.76 -0.41  -0.68
C 0.93 -0.45 0.39  2.30
C 0.85 -0.21 1.90  -1.73
C 1.97 -1.62 0.23  -1.73
C -2.66 -0.05 0.30  -0.79
O -0.88 1.52 0.30  -0.50
O 2.19 0.79 -1.38  -0.55
O -0.32 -1.48 -1.56  -0.51
O -3.89 0.35 -0.24  -0.58
H 0.72 2.72 0.31  0.34
H 0.17 2.39 -1.28  0.33
H -1.75 0.61 -1.38  0.41
H 1.42 0.67 2.14  0.36
H 1.31 -1.03 2.44  0.43
H -0.10 0.21 2.30  0.27
H 2.93 -1.19 0.17  0.44
H 1.88 -2.11 -0.72  0.40
H 2.01 -2.50 0.89  0.40
H -2.57 0.31 1.26  0.36
H -2.75 -1.13 0.31  0.31
H 3.12 0.60 -1.18  0.35
H -0.55 -1.00 -2.43  0.37
H -3.90 0.27 -1.28  0.33


Q.
Here is C8H14O4 as an isolated structure from OMol25. Energies are from the ωB97M-V functional and the def2-TZVPD basis.

* orbital gap: 10.36 eV
* lowest unoccupied orbital energy: 0.66 eV
* E_HOMO: -9.70 eV
* spin multiplicity: 1

Last column: Mulliken charge in e.
CARTESIAN COORDINATES (ANGSTROEM)
C -2.40 -1.03 -2.47  -1.19
C -1.89 -0.24 -1.36  0.65
C 0.57 -0.43 0.04  -0.31
C 1.64 -0.50 1.40  -0.98
C 2.19 0.95 0.98  -0.25
C 1.52 2.19 1.29  -0.34
C -0.46 -1.52 0.27  0.02
C -1.74 -1.38 -0.37  -0.43
H -2.05 -2.30 -2.56  0.28
H -3.62 -1.08 -2.57  0.25
H -1.68 -0.57 -3.78  0.25
H -2.65 0.43 -0.83  0.31
H 1.03 -0.62 -0.88  0.67
H 0.89 -0.56 2.30  0.47
H 2.19 -1.38 1.24  0.42
H 3.43 1.12 1.21  0.30
H 2.24 1.04 -0.12  0.30
H 2.07 3.08 0.79  0.23
H 0.32 1.97 0.98  0.16
H 2.54 2.92 3.18  0.33
H -0.12 -2.03 1.27  0.33
H -2.82 -1.87 -0.10  0.32
O -0.53 0.46 -1.49  -0.54
O 0.04 0.81 -0.25  -0.20
O 1.41 2.44 2.77  -0.60
O -0.71 -2.26 -0.87  -0.48


On energetic grounds, P is preferred over the next structure by 796.2 kJ/mol.


P.
Here is a 8-piece molecular cluster, C24H48O24 overall from OMol25. Energies are from the ωB97M-V functional and the def2-TZVPD basis.

* orbital gap: 11.03 eV
* lowest unoccupied orbital energy: 0.44 eV
* E_HOMO: -10.59 eV
* spin multiplicity: 1

Last column: Mulliken charge in e.
CARTESIAN COORDINATES (ANGSTROEM)
C -18.02 28.16 0.16  -0.67
O -17.46 27.56 -1.02  -0.33
C -17.03 26.31 -0.86  0.73
O -17.07 25.66 0.15  -0.56
O -16.58 25.87 -2.04  -0.25
C -15.63 24.81 -2.02  -0.55
H -18.60 27.46 0.76  0.32
H -18.55 29.00 -0.29  0.23
H -17.24 28.61 0.77  0.29
H -15.04 24.76 -1.10  0.44
H -14.96 25.05 -2.85  0.16
H -16.11 23.86 -2.23  0.19
C -14.11 20.45 -6.09  -0.45
O -13.36 21.64 -5.87  -0.36
C -12.91 21.82 -4.64  0.81
O -13.06 21.11 -3.68  -0.60
O -12.33 23.01 -4.60  -0.43
C -11.96 23.49 -3.32  -0.10
H -14.99 20.35 -5.44  0.10
H -13.69 19.46 -5.93  0.27
H -14.47 20.55 -7.11  0.43
H -12.80 23.85 -2.74  0.03
H -11.27 24.32 -3.45  0.33
H -11.37 22.76 -2.75  0.00
C -14.27 16.82 -10.78  -0.70
O -13.40 16.21 -9.84  -0.37
C -13.04 16.93 -8.77  0.81
O -13.67 17.87 -8.36  -0.48
O -11.91 16.44 -8.32  -0.36
C -11.33 17.02 -7.12  -0.44
H -15.27 16.98 -10.39  0.31
H -14.37 16.16 -11.63  0.31
H -13.87 17.79 -11.10  0.30
H -11.50 16.20 -6.42  0.27
H -11.79 17.95 -6.82  0.15
H -10.27 17.15 -7.31  0.25
C -10.91 17.55 3.12  -0.66
O -11.28 18.75 2.50  -0.32
C -11.01 19.02 1.23  0.69
O -10.50 18.26 0.44  -0.56
O -11.63 20.17 0.93  -0.28
C -11.30 20.86 -0.27  -0.59
H -11.47 17.38 4.04  0.25
H -9.84 17.52 3.34  0.28
H -11.27 16.72 2.51  0.31
H -10.22 21.00 -0.30  0.25
H -11.66 21.87 -0.07  0.25
H -11.73 20.39 -1.15  0.34
C -17.56 21.48 -3.65  -0.72
O -16.94 22.71 -4.01  -0.23
C -16.72 23.00 -5.28  0.81
O -16.97 22.29 -6.23  -0.61
O -16.13 24.16 -5.37  -0.25
C -15.89 24.72 -6.63  -0.77
H -17.12 21.08 -2.74  0.29
H -17.47 20.75 -4.45  0.17
H -18.61 21.68 -3.42  0.39
H -15.46 23.95 -7.28  0.26
H -15.09 25.46 -6.65  0.27
H -16.74 25.16 -7.15  0.31
C -17.20 20.74 -8.91  -0.05
O -16.22 20.82 -9.93  -0.30
C -16.20 20.01 -10.97  0.91
O -16.91 19.05 -11.16  -0.60
O -15.35 20.49 -11.85  -0.36
C -15.15 19.74 -13.04  -0.58
H -16.73 20.63 -7.94  -0.38
H -17.83 19.86 -9.05  0.33
H -17.88 21.59 -8.88  0.28
H -15.18 18.68 -12.79  0.24
H -14.19 19.99 -13.47  0.24
H -15.93 19.93 -13.77  0.28
C -17.43 16.53 -2.27  -0.74
O -17.43 17.51 -3.31  -0.24
C -17.43 17.12 -4.58  0.59
O -17.77 16.02 -4.96  -0.59
O -17.14 18.17 -5.35  -0.05
C -16.63 17.87 -6.66  -0.02
H -17.10 15.53 -2.52  0.33
H -18.47 16.48 -1.95  0.30
H -16.75 16.83 -1.48  0.26
H -17.44 17.51 -7.30  0.37
H -15.78 17.20 -6.62  0.41
H -16.42 18.88 -7.00  -0.61
C -10.02 25.69 1.70  -0.66
O -10.01 25.24 0.35  -0.31
C -9.34 24.09 0.09  0.81
O -8.65 23.52 0.88  -0.55
O -9.43 23.93 -1.22  -0.24
C -8.56 23.04 -1.90  -0.71
H -9.00 26.00 1.94  0.29
H -10.20 24.85 2.37  0.30
H -10.74 26.48 1.83  0.22
H -7.51 23.33 -1.77  0.35
H -8.79 23.13 -2.96  0.24
H -8.62 22.01 -1.56  0.31


Q.
Here is a 8-piece molecular cluster, C24H48O24 overall from OMol25. Energies are from the ωB97M-V functional and the def2-TZVPD basis.

* orbital gap: 10.79 eV
* lowest unoccupied orbital energy: 0.44 eV
* E_HOMO: -10.35 eV
* spin multiplicity: 1

Last column: Mulliken charge in e.
CARTESIAN COORDINATES (ANGSTROEM)
C 0.32 -2.35 -1.99  -0.78
O -0.31 -1.24 -1.50  -0.24
C 0.13 -0.72 -0.28  0.76
O 0.99 -1.18 0.46  -0.57
O -0.66 0.22 0.00  -0.23
C -0.52 0.98 1.22  -0.20
H 1.11 -2.91 -1.50  0.34
H 0.91 -2.32 -2.91  0.42
H -0.38 -3.13 -2.32  0.23
H 0.51 1.33 1.35  0.07
H -0.75 0.20 1.95  0.37
H -1.30 1.73 1.36  -0.33
C -0.01 -0.97 -8.24  -0.65
O 0.38 -1.63 -7.03  -0.28
C 0.04 -2.89 -6.78  0.66
O -0.29 -3.80 -7.60  -0.59
O -0.06 -2.98 -5.40  -0.17
C -0.31 -4.19 -4.66  -0.70
H 0.82 -0.72 -8.91  0.25
H -0.56 -0.07 -7.95  0.26
H -0.75 -1.54 -8.80  0.33
H -0.12 -5.14 -5.16  0.41
H -1.27 -4.15 -4.14  0.37
H 0.45 -4.26 -3.88  0.14
C 2.58 3.53 5.69  -0.69
O 2.61 3.73 4.25  -0.32
C 1.47 3.99 3.62  0.89
O 0.33 4.03 4.13  -0.64
O 1.82 4.21 2.39  -0.27
C 0.87 4.69 1.49  -0.66
H 3.48 3.98 6.11  0.28
H 2.53 2.46 5.92  0.24
H 1.73 3.93 6.23  0.32
H 0.04 4.05 1.19  0.13
H 1.30 5.11 0.58  0.31
H 0.36 5.55 1.93  0.44
C -1.44 -0.11 7.22  -0.75
O -1.76 -0.77 6.02  -0.31
C -0.82 -1.64 5.44  0.86
O 0.36 -1.80 5.74  -0.58
O -1.34 -2.10 4.31  -0.31
C -0.70 -3.07 3.45  -0.54
H -0.38 -0.02 7.45  0.29
H -1.73 -0.44 8.22  0.31
H -1.77 0.93 7.24  0.31
H -0.23 -2.65 2.56  0.07
H -1.35 -3.84 3.03  0.29
H 0.21 -3.47 3.92  0.36
C 1.75 -9.47 -3.68  -0.73
O 1.67 -8.83 -2.43  -0.31
C 1.33 -7.59 -2.39  0.75
O 1.06 -6.77 -3.30  -0.59
O 1.20 -7.15 -1.08  -0.36
C 1.06 -5.80 -0.79  -0.52
H 1.64 -10.55 -3.53  0.29
H 2.72 -9.49 -4.17  0.31
H 0.95 -9.31 -4.40  0.32
H 1.81 -5.12 -1.20  0.27
H 1.15 -5.69 0.29  0.28
H 0.06 -5.59 -1.17  0.27
C -2.03 6.09 -2.31  -0.85
O -1.56 4.77 -2.13  -0.24
C -2.26 3.72 -2.48  0.83
O -3.49 3.78 -2.78  -0.65
O -1.52 2.56 -2.30  -0.26
C -2.17 1.29 -2.67  -0.71
H -2.44 6.37 -3.28  0.36
H -1.18 6.76 -2.26  0.36
H -2.77 6.60 -1.69  0.27
H -2.96 1.49 -3.40  0.42
H -2.61 0.72 -1.86  0.22
H -1.40 0.66 -3.13  0.25
C -3.01 6.88 1.35  -0.60
O -3.77 5.66 1.53  -0.39
C -3.32 4.51 1.18  0.84
O -2.21 4.27 0.72  -0.38
O -4.29 3.57 1.28  -0.43
C -4.03 2.20 0.80  -0.13
H -2.14 6.72 0.71  0.22
H -2.75 7.18 2.37  0.30
H -3.59 7.58 0.76  0.27
H -4.93 1.60 0.86  0.35
H -3.16 1.74 1.27  0.07
H -3.81 2.31 -0.26  0.00
C 3.74 1.65 0.28  -0.67
O 3.89 1.03 1.49  -0.25
C 4.61 -0.12 1.56  0.74
O 5.54 -0.34 0.82  -0.60
O 4.18 -0.86 2.52  -0.34
C 3.05 -0.77 3.31  -0.08
H 3.52 1.05 -0.59  0.32
H 4.72 2.06 0.02  0.35
H 2.98 2.43 0.31  0.14
H 3.23 -0.26 4.26  0.32
H 2.74 -1.79 3.54  0.13
H 2.30 -0.32 2.65  -0.07


On energetic grounds, P is preferred over the next structure by 370.0 kJ/mol.